[1]
ORCA calculation (wB97M-V/def2-TZVPD) on a structure of composition C27H24ClFIrN2O7S2.

Summary:
2S+1: 6
E in eV: -85446.4895
Gap between HOMO and LUMO (spin up / spin down) in eV: 7.37 / 6.02
LUMO level (spin up / spin down) in eV: 0.200 / -2.262

Cartesian coordinates (Å):
Ir1 -0.854 1.467 0.786
O1 -1.630 1.310 2.964
N1 -2.714 1.892 3.379
C1 -3.019 1.801 4.686
C2 -4.183 2.314 5.196
C3 -5.088 2.929 4.327
C4 -4.751 3.055 3.002
C5 -3.526 2.571 2.520
S1 -3.004 2.859 0.915
H1 -2.278 1.287 5.281
H2 -4.378 2.231 6.253
H3 -6.027 3.303 4.702
H4 -5.399 3.544 2.294
C6 6.119 -1.806 0.691
C7 5.503 -1.815 -0.706
C8 5.583 -3.222 -1.296
C9 4.995 -3.231 -2.698
C10 3.585 -2.725 -2.651
C11 2.653 -3.156 -3.569
C12 1.342 -2.697 -3.506
F1 0.458 -3.153 -4.414
C13 0.943 -1.817 -2.535
C14 1.871 -1.366 -1.592
C15 1.394 -0.468 -0.534
O2 0.182 -0.227 -0.448
C16 2.419 -0.011 0.342
C17 3.700 -0.455 0.195
N2 4.107 -1.366 -0.701
C18 3.205 -1.818 -1.641
C19 2.181 0.970 1.514
O3 3.199 1.457 1.983
O4 1.010 1.106 1.935
H5 7.059 -2.350 0.664
H6 5.460 -2.294 1.402
H7 6.334 -0.801 1.039
H8 6.073 -1.134 -1.351
H9 5.032 -3.913 -0.657
H10 6.625 -3.540 -1.326
H11 5.014 -4.237 -3.120
H12 5.595 -2.592 -3.352
H13 2.930 -3.860 -4.339
H14 -0.070 -1.456 -2.483
H15 4.433 -0.057 0.880
C20 -0.234 3.951 -2.559
S2 0.029 2.381 -1.703
O5 0.620 2.755 -0.399
O6 0.885 1.567 -2.525
O7 -1.319 1.815 -1.459
H16 0.707 4.242 -3.009
H17 -0.542 4.665 -1.806
H18 -0.997 3.818 -3.314
Cl1 -7.565 0.676 -1.049
C21 -6.014 0.246 -0.445
C22 -5.861 -0.028 0.914
C23 -4.628 -0.379 1.395
C24 -3.499 -0.500 0.535
C25 -2.263 -0.909 1.018
C26 -3.700 -0.208 -0.845
C27 -4.926 0.174 -1.318
H19 -6.718 0.027 1.570
H20 -4.504 -0.598 2.444
H21 -1.496 -1.225 0.336
H22 -2.143 -1.164 2.058
H23 -2.851 -0.250 -1.507
H24 -5.063 0.415 -2.361

---

[2]
ORCA calculation (wB97M-V/def2-TZVPD) on a structure of composition C27H24CoN5O4S.

Summary:
2S+1: 2
E in eV: -92492.5199
ΔE to the lowest compared entry with this formula, charge and spin in kJ/mol: 90.51
Net charge: -1
Gap between HOMO and LUMO (spin up / spin down) in eV: 4.69 / 6.40
LUMO level (spin up / spin down) in eV: 1.886 / 1.876

Cartesian coordinates (Å):
Co1 -0.151 -0.532 -0.167
C1 -0.411 1.959 3.209
C2 0.021 1.010 2.136
N1 -0.451 1.054 0.932
N2 -1.356 1.918 0.494
C3 -1.767 1.520 -0.709
O1 -1.301 0.483 -1.292
C4 -2.797 2.291 -1.416
C5 -3.107 1.956 -2.735
C6 -4.103 2.636 -3.412
C7 -4.813 3.647 -2.777
C8 -4.509 3.983 -1.464
C9 -3.504 3.315 -0.788
C10 0.944 -0.079 2.320
C11 1.684 -0.301 3.485
C12 2.578 -1.345 3.539
C13 2.717 -2.175 2.429
C14 1.938 -1.925 1.318
N3 1.080 -0.914 1.251
H1 -1.175 2.613 2.798
H2 0.421 2.567 3.574
H3 -0.833 1.419 4.060
H4 -2.551 1.153 -3.201
H5 -4.327 2.380 -4.440
H6 -5.607 4.166 -3.300
H7 -5.060 4.773 -0.968
H8 -3.260 3.564 0.236
H9 1.535 0.367 4.323
H10 3.168 -1.523 4.429
H11 3.409 -3.004 2.435
H12 1.994 -2.558 0.444
C15 4.649 2.472 -0.686
C16 4.689 1.509 -1.690
C17 3.634 0.642 -1.891
C18 2.472 0.706 -1.086
C19 2.459 1.669 -0.063
C20 3.526 2.530 0.127
N4 1.397 -0.137 -1.302
N5 1.497 -0.888 -2.395
C21 0.490 -1.777 -2.533
C22 0.395 -2.587 -3.679
C23 -0.677 -3.445 -3.822
C24 -1.666 -3.504 -2.846
C25 -1.571 -2.713 -1.697
C26 -0.486 -1.883 -1.515
H13 5.473 3.161 -0.548
H14 5.564 1.431 -2.326
H15 3.669 -0.102 -2.670
H16 1.593 1.755 0.573
H17 3.482 3.261 0.927
H18 1.161 -2.510 -4.443
H19 -0.758 -4.062 -4.710
H20 -2.524 -4.154 -2.974
H21 -2.355 -2.771 -0.957
C27 -1.553 -2.095 3.405
S1 -1.704 -2.546 1.659
O2 -0.584 -3.413 1.369
O3 -3.015 -3.146 1.547
O4 -1.656 -1.214 0.962
H22 -2.126 -2.820 3.977
H23 -1.963 -1.094 3.523
H24 -0.501 -2.125 3.678

---

[3]
ORCA calculation (wB97M-V/def2-TZVPD) on a structure of composition C27H24CoN5O7.

Summary:
2S+1: 2
E in eV: -87800.1594
ΔE to the lowest compared entry with this formula, charge and spin in kJ/mol: 0.00
Net charge: -1
Gap between HOMO and LUMO (spin up / spin down) in eV: 6.59 / 6.63
LUMO level (spin up / spin down) in eV: 2.030 / 2.030

Cartesian coordinates (Å):
Co1 0.364 0.498 -1.540
O1 -3.881 -0.436 -0.916
C1 -4.332 0.820 -1.070
C2 -5.711 1.027 -0.947
C3 -6.245 2.292 -1.088
C4 -5.420 3.383 -1.354
C5 -4.058 3.179 -1.475
C6 -3.492 1.912 -1.339
C7 -2.016 1.727 -1.466
O2 -1.572 0.511 -1.397
N1 -1.274 2.786 -1.630
N2 0.067 2.374 -1.698
C8 0.962 3.279 -1.686
C9 2.388 2.999 -1.727
C10 3.267 4.072 -1.552
C11 4.635 3.912 -1.583
C12 5.143 2.625 -1.812
C13 4.309 1.551 -2.000
C14 2.894 1.683 -1.959
O3 2.153 0.649 -2.167
H1 -2.901 -0.396 -1.042
H2 -6.336 0.168 -0.740
H3 -7.315 2.432 -0.991
H4 -5.837 4.375 -1.466
H5 -3.387 4.002 -1.680
H6 0.627 4.316 -1.631
H7 2.845 5.060 -1.388
H8 5.298 4.755 -1.439
H9 6.217 2.474 -1.840
H10 4.702 0.558 -2.178
N3 0.905 0.753 0.571
C15 0.445 0.761 1.627
N4 -0.030 0.668 2.858
C16 -0.169 -0.672 3.437
C17 1.018 -0.974 4.341
C18 1.195 0.130 5.387
C19 1.328 1.500 4.719
C20 0.140 1.768 3.802
H11 -0.270 -1.382 2.617
H12 -1.098 -0.681 4.017
H13 1.919 -1.041 3.724
H14 0.877 -1.946 4.819
H15 2.069 -0.072 6.008
H16 0.324 0.137 6.054
H17 2.244 1.526 4.121
H18 1.401 2.293 5.467
H19 0.257 2.693 3.240
H20 -0.780 1.844 4.389
O4 -0.392 -1.960 0.455
C21 0.084 -2.226 -0.650
O5 0.461 -1.448 -1.575
C22 0.161 -3.706 -1.039
C23 -0.343 -4.671 -0.178
C24 -0.281 -6.022 -0.500
C25 0.293 -6.425 -1.694
C26 0.789 -5.448 -2.536
C27 0.734 -4.101 -2.241
N5 1.409 -5.880 -3.819
O6 1.416 -7.076 -4.063
O7 1.774 -5.015 -4.589
H21 -0.784 -4.329 0.749
H22 -0.682 -6.765 0.178
H23 0.364 -7.465 -1.977
H24 1.127 -3.357 -2.919

---

[4]
ORCA calculation (wB97M-V/def2-TZVPD) on a cluster of 5 separate species, C27H24NO9 in total.

Summary:
E in eV: -48291.2608
ΔE to the lowest compared entry with this formula, charge and spin in kJ/mol: 160.43
Net charge: +1
Gap between HOMO and LUMO in eV: 7.83
LUMO level in eV: -3.731

Cartesian coordinates (Å):
N1 -1.397 1.114 3.732
C1 -2.340 2.278 3.658
C2 -3.824 1.711 3.103
C3 -4.964 1.611 4.277
O1 -4.225 0.387 3.612
H1 -1.763 0.227 3.356
H2 -1.053 0.970 4.690
H3 -0.560 1.355 3.170
H4 -2.654 2.692 4.646
H5 -2.023 3.045 2.906
H6 -4.172 2.041 2.047
H7 -4.697 1.186 5.274
H8 -6.010 1.702 3.871
C4 -1.452 1.288 -2.025
C5 -2.529 1.219 -2.807
C6 -3.629 0.275 -2.513
O2 -4.611 0.209 -3.223
C7 -3.488 -0.588 -1.318
C8 -2.409 -0.517 -0.539
C9 -1.313 0.426 -0.833
O3 -0.332 0.488 -0.114
H9 -0.637 1.972 -2.224
H10 -2.647 1.842 -3.681
H11 -4.303 -1.273 -1.117
H12 -2.288 -1.142 0.338
C10 1.221 -5.192 -0.930
C11 0.652 -4.315 -1.756
C12 0.808 -2.858 -1.554
O4 0.289 -2.057 -2.305
C13 1.621 -2.411 -0.401
C14 2.190 -3.289 0.425
C15 2.033 -4.746 0.223
O5 2.554 -5.547 0.975
H13 1.117 -6.262 -1.062
H14 0.055 -4.623 -2.605
H15 1.725 -1.342 -0.270
H16 2.788 -2.979 1.273
C16 -1.873 7.300 -3.461
C17 -1.335 6.086 -3.573
C18 -2.182 4.875 -3.633
O6 -1.692 3.765 -3.733
C19 -3.648 5.062 -3.567
C20 -4.186 6.276 -3.455
C21 -3.339 7.488 -3.395
O7 -3.828 8.593 -3.295
H17 -1.269 8.197 -3.415
H18 -0.265 5.930 -3.624
H19 -4.252 4.164 -3.614
H20 -5.257 6.432 -3.405
C22 6.370 -5.501 2.389
C23 5.716 -4.626 1.626
C24 6.413 -3.481 1.003
O8 5.814 -2.681 0.308
C25 7.864 -3.343 1.256
C26 8.518 -4.218 2.019
C27 7.821 -5.364 2.644
O9 8.417 -6.163 3.337
H21 5.875 -6.345 2.854
H22 4.655 -4.711 1.429
H23 8.357 -2.500 0.791
H24 9.580 -4.133 2.216

---

Question: Among the records above, which one has the highest E?
Answer: C27H24NO9